Entry from OMol25: C6H10Cl2Si in the gas phase at a distorted geometry (ωB97M-V/def2-TZVPD).

Geometry as XYZ:
```
19
Properties=species:S:1:pos:R:3:forces:R:3:mulliken_charge:R:1
C 2.6080 1.3379 -0.9301 -0.277 0.061 1.501 -0.5762
C 1.3886 -0.4876 0.0039 -0.422 2.965 -0.240 -0.0898
C 2.1442 0.7903 0.1788 0.455 -1.605 -1.238 0.3645
C -1.1165 1.6341 0.3794 -0.028 1.143 0.002 -0.9636
C -0.8414 -1.4112 1.6313 3.472 1.181 -2.208 -1.1358
C -1.1589 -0.7358 -1.6919 1.568 -0.692 1.738 -1.0870
Si -0.5009 -0.1520 0.0369 -1.936 -1.726 0.640 0.5227
Cl 2.0539 -1.7426 -0.8966 0.280 -0.658 -0.118 -0.1314
Cl 2.1973 1.4128 1.7521 -0.106 0.680 0.848 -0.1642
H 2.9089 0.7932 -1.7835 0.112 -0.168 -1.051 0.3483
H -0.8487 1.9056 1.4541 -0.682 -0.116 -1.375 0.2798
H -0.5799 2.3617 -0.2877 0.057 -0.685 0.631 0.3328
H -2.2128 1.9281 0.0902 1.766 -1.243 0.948 0.3009
H 0.2273 -1.2610 2.0455 -1.435 -0.825 -0.417 0.2714
H -1.4104 -1.0517 2.4046 -1.930 1.088 1.597 0.4451
H -1.0561 -2.4652 1.4857 0.168 -0.006 -0.363 0.3263
H -1.9115 -1.4688 -1.5618 -1.139 -0.693 0.478 0.3696
H -1.5931 0.0128 -2.3403 0.740 0.183 -0.433 0.3131
H -0.2980 -1.4007 -1.9705 -0.664 1.116 -0.940 0.2735
```
Positions in Å, forces in eV/Å.

As for the HOMO energy (alpha / beta): -9.391 / -8.380 eV.

Entry from OMol25: C6H10N2O in the gas phase at a distorted geometry (ωB97M-V/def2-TZVPD).

Geometry as XYZ:
```
19
Properties=species:S:1:pos:R:3:forces:R:3:mulliken_charge:R:1
C -2.3084 -0.2217 -0.9960 0.098 -0.746 -0.537 -1.0152
C 2.1189 1.0318 -1.2084 0.531 -0.065 0.025 -1.1375
C -0.4455 -0.9136 0.3114 -0.077 4.228 0.585 0.1100
C 1.8746 -0.1133 -0.2642 -0.356 0.292 -0.611 0.5949
C 0.6644 0.0829 0.6098 1.592 -1.871 2.181 0.7710
N -1.1196 -1.5769 1.2837 0.013 -0.362 -0.407 -0.4312
C 0.6157 0.9566 1.6244 -0.112 -0.335 -0.745 -1.0739
N -0.9008 -0.2169 -0.6656 -1.331 -1.085 -1.353 -0.2320
O 2.4912 -1.1496 -0.2994 -0.009 -0.039 0.259 -0.5762
H -0.5993 -1.9127 2.0740 -0.138 -0.212 -0.033 0.2137
H -2.0386 -1.9367 1.0776 0.196 -0.136 0.203 0.2050
H -2.9407 0.1430 -0.1858 0.041 0.119 0.251 0.3575
H -2.6427 -1.2393 -1.2436 -0.186 0.126 -0.090 0.3293
H -2.4451 0.4133 -1.8700 -0.195 -0.075 0.051 0.2711
H 2.8569 0.7527 -1.9598 -0.007 0.013 0.066 0.3234
H 2.4828 1.8929 -0.6441 -0.081 0.082 -0.022 0.3350
H 1.1746 1.2964 -1.6768 -0.077 0.063 0.012 0.3182
H -0.3010 1.1367 2.1645 0.004 -0.322 0.364 0.3193
H 1.4624 1.5744 1.8682 0.095 0.323 -0.201 0.3177
```
Positions in Å, forces in eV/Å.

As for the HOMO energy: -8.369 eV. The SMILES is C=C(C(C)=O)/C(N)=N/C.

Entry from OMol25: a molecular structure, CH3N3 at a distorted geometry (ωB97M-V/def2-TZVPD).

Geometry as XYZ:
```
7
Properties=species:S:1:pos:R:3:forces:R:3:mulliken_charge:R:1
C -0.1993 0.1902 -0.5092 1.738 1.045 0.466 -0.1514
N 1.2728 -0.4221 0.4958 -0.421 1.200 -0.963 -0.1860
N 0.6056 -1.2727 0.9485 -1.500 -0.511 -0.117 -0.1128
N -0.8439 1.1906 -0.1913 -0.114 -0.242 -0.398 -0.4701
H 0.0022 -0.5005 -1.2995 -0.555 -0.521 0.183 0.3979
H -0.3245 2.0046 0.1377 0.035 -0.281 0.276 0.2798
H -0.5128 -1.1900 0.4182 0.817 -0.690 0.552 0.2425
```
Positions in Å, forces in eV/Å.

As for the HOMO energy: -8.486 eV.

Entry from OMol25: 2 unconnected molecules or ions with the total composition C10H19N3O4 at a distorted geometry (ωB97M-V/def2-TZVPD).

Geometry as XYZ:
```
36
Properties=species:S:1:pos:R:3:forces:R:3:mulliken_charge:R:1
C 0.1573 0.9736 0.6612 4.229 0.796 2.514 0.1723
C 1.1720 -0.2508 0.8410 2.421 -2.209 -0.624 -0.1347
C -1.1628 0.5387 0.9129 -5.637 -1.616 -2.220 -0.1188
C -2.1580 1.7656 0.7754 0.783 0.926 0.125 0.7751
C -3.7013 1.4428 0.2569 -0.449 -0.769 0.351 -1.2131
C -1.9887 2.5828 2.1271 2.628 1.607 -2.974 -1.3211
C 2.2912 -1.7812 -0.7991 0.530 -1.217 0.278 0.0185
C 3.7792 -1.8396 -1.1996 3.436 -1.755 -6.207 0.2969
C 1.4357 -2.3917 -1.9600 3.870 -0.686 -0.224 -0.3715
C -0.0951 -2.2612 -1.7337 -0.525 -0.922 -0.287 0.1621
H -0.1948 2.9002 -0.2019 1.107 -2.531 -0.827 0.4513
H 1.2353 2.3827 0.0072 0.092 -0.263 -1.570 0.3191
H 0.5287 1.3872 1.6247 -0.433 0.857 -0.270 0.1639
H -1.4642 -0.1602 -0.0679 0.541 1.190 3.076 -0.1031
H -1.2534 0.1238 1.9859 -0.005 -0.111 -2.061 0.3289
H -1.5351 2.4585 0.0285 -3.134 -1.609 1.244 -0.1744
H -4.1639 0.4192 0.6509 1.404 2.022 -0.588 0.2536
H -4.4977 2.2087 0.5491 1.475 -0.683 -0.021 0.3267
H -3.8293 1.3894 -0.8786 0.788 0.003 1.480 0.3356
H -0.8651 3.0073 2.2396 -2.334 -0.554 -0.898 0.2038
H -2.6495 3.4135 2.1186 -0.485 0.925 0.128 0.3982
H -2.0039 2.1480 3.0484 -0.943 -2.131 2.312 0.4391
H 1.3659 0.0541 -1.2147 1.864 -1.369 2.764 0.3698
H 2.1674 -2.3553 0.1153 0.222 -0.763 0.056 0.5611
H 2.2411 -2.1241 -3.1581 -3.469 -0.448 3.494 0.3218
H 1.7880 -3.4714 -1.8412 -1.079 1.061 -0.558 0.3873
H -0.1535 -2.5908 0.6523 -0.195 0.835 -3.871 0.2855
H -1.6930 -2.4357 0.0469 2.858 0.434 -2.805 0.3111
H 3.9754 -0.1494 -0.5015 1.109 -0.555 0.043 0.3913
N 0.3837 1.9968 -0.4659 1.044 1.093 2.945 -0.7715
N 1.8968 -0.4914 -0.3547 -3.089 3.776 -3.032 -0.2886
N -0.6395 -2.3442 -0.3390 -0.686 -1.061 2.558 -0.4579
O 1.4974 -0.9451 1.8506 -2.230 2.755 -2.692 -0.6589
O 4.2787 -2.5763 -2.1573 -3.115 2.006 4.817 -0.6081
O -0.7543 -2.1870 -2.7564 -0.227 0.200 2.173 -0.5507
O 4.6091 -0.8378 -0.8629 -2.367 0.767 1.369 -0.5007
```
Positions in Å, forces in eV/Å.

As for the HOMO energy: -9.954 eV.

Entry from OMol25: a molecular structure, C25H32BGaO17P (ωB97M-V/def2-TZVPD).

Geometry as XYZ:
```
77
Properties=species:S:1:pos:R:3:forces:R:3:mulliken_charge:R:1
C 1.0427 -2.6574 2.8061 -0.176 -0.082 0.171 -1.0163
C -0.0434 -2.9110 1.7596 0.117 -0.194 -0.037 -0.3649
C 0.1968 -2.2871 0.3641 0.036 0.125 -0.040 -0.3297
C 1.1400 -1.0755 0.3082 -0.188 -0.075 0.024 0.0156
Ga 0.4169 0.7234 0.9521 0.169 0.247 -0.005 0.1057
C -1.0115 0.4960 2.4549 -0.234 -0.104 0.016 -0.0882
P -2.5492 1.3031 2.1946 0.041 0.094 -0.215 0.8884
O -2.5768 2.6564 1.6273 -0.037 -0.076 0.269 -0.7012
O -3.3579 1.2905 3.6222 -0.341 -0.099 -0.104 -0.5883
O -3.4369 0.2326 1.3285 -0.098 -0.107 0.203 -0.5173
B 1.9700 1.9834 1.7273 0.048 -0.149 -0.027 0.4179
O 1.6761 3.1452 2.4129 0.064 0.087 -0.023 -0.6485
O 3.3686 1.7925 1.5660 -0.105 0.164 0.600 -0.5969
C 3.9303 0.6034 2.0911 0.110 -0.204 -0.414 0.1978
C 5.3039 0.8990 2.6627 -0.011 -0.161 -0.015 -1.3851
H 0.6657 -2.9060 3.8029 0.020 -0.028 -0.013 0.3711
H 1.9216 -3.2849 2.6384 0.074 0.153 -0.106 0.3544
H 1.3449 -1.6101 2.8278 0.018 -0.028 -0.032 0.0935
H -0.1311 -3.9966 1.6345 -0.122 0.023 0.034 0.4244
H -1.0070 -2.5898 2.1626 0.051 0.139 -0.037 0.0329
H 0.5575 -3.0778 -0.3118 0.028 -0.020 0.084 0.2366
H -0.7771 -1.9816 -0.0355 0.015 -0.092 -0.042 0.2638
H 1.3812 -0.9094 -0.7468 -0.006 0.089 0.079 -0.4558
H 2.0970 -1.3184 0.7811 -0.022 -0.067 -0.024 0.3298
H -0.2518 1.4955 -0.2861 -0.069 -0.122 -0.049 -0.4712
H -0.6405 0.8835 3.4076 0.171 0.054 -0.107 0.5300
H -1.2541 -0.5602 2.5991 0.065 0.009 0.050 -0.2544
H -3.5881 0.3902 3.8902 0.187 0.026 0.083 0.2979
H -4.2566 0.0168 1.7913 0.180 0.106 -0.202 0.2206
H 2.4944 3.5186 2.7758 -0.035 0.046 -0.180 0.2798
H 3.2878 0.1589 2.8587 -0.011 0.062 -0.002 0.1905
H 4.0258 -0.1426 1.2931 -0.030 0.008 -0.001 0.1302
H 5.7798 -0.0349 2.9751 0.007 0.035 0.026 0.3909
H 5.9307 1.3591 1.8972 -0.002 0.059 0.055 0.3041
H 5.2456 1.5624 3.5274 -0.009 0.049 -0.059 0.3227
C 1.7314 -1.1464 -5.7928 -0.005 0.003 -0.092 -0.9395
C 2.2906 -0.7893 -4.6253 -0.053 0.041 0.024 0.1127
C 2.4874 -1.7728 -3.4881 -0.050 -0.149 0.047 1.1233
O 3.0460 -1.3598 -2.4939 0.126 0.087 -0.117 -0.6164
C 2.0108 -3.1337 -3.6569 0.032 -0.008 0.066 -1.0326
C 1.4426 -3.4797 -4.8174 -0.006 -0.021 0.005 0.3213
C 1.2819 -2.5065 -5.9641 0.023 0.101 -0.011 1.1068
O 0.7683 -2.9461 -6.9816 -0.013 -0.044 0.016 -0.6644
O 0.9736 -4.6937 -5.0883 0.012 -0.018 0.017 -0.6060
O 2.7263 0.4296 -4.3656 0.026 -0.004 0.039 -0.4302
H 1.5941 -0.4528 -6.6102 0.007 0.017 0.017 0.4506
H 2.1314 -3.8209 -2.8315 -0.023 0.000 0.000 0.4304
H 0.6255 -4.6380 -6.0009 0.004 0.032 -0.013 0.3767
H 3.0304 0.4350 -3.4331 -0.058 -0.024 0.028 0.3474
C 3.0894 3.7707 -4.2666 -0.004 -0.072 -0.110 -1.3499
C 3.6011 4.8271 -4.9072 -0.009 0.041 0.056 0.6065
C 3.7775 6.1713 -4.2321 -0.026 0.036 0.115 1.0306
O 4.2682 7.0579 -4.9172 0.000 -0.019 -0.051 -0.6712
C 3.3656 6.3263 -2.8595 0.042 0.086 -0.027 -0.9999
C 2.8507 5.2672 -2.2075 -0.039 0.001 0.037 0.2573
C 2.6977 3.9172 -2.8787 0.012 -0.035 -0.036 1.0509
O 2.2528 3.0195 -2.1973 0.003 -0.143 0.076 -0.3797
O 2.4461 5.2975 -0.9564 0.018 0.018 -0.025 -0.5747
O 4.0025 4.8185 -6.1748 -0.001 -0.027 -0.016 -0.6233
H 2.9478 2.8029 -4.7265 0.030 0.026 -0.057 0.5846
H 3.4852 7.2943 -2.3941 -0.006 -0.013 0.022 0.4349
H 2.1139 4.4026 -0.7262 -0.007 -0.014 0.005 0.3130
H 4.3253 5.7267 -6.3457 -0.003 0.024 0.033 0.3658
C -6.8930 -0.9869 3.3482 0.067 0.069 0.004 -0.9497
C -8.1430 -1.4486 3.1949 -0.011 0.012 -0.007 0.3564
C -8.4876 -2.9202 3.3186 0.060 -0.097 0.021 1.0330
O -9.6620 -3.2145 3.1756 -0.021 0.048 -0.017 -0.6443
C -7.4297 -3.8648 3.5911 -0.075 -0.054 0.003 -0.9472
C -6.1778 -3.4061 3.7399 0.023 -0.019 -0.017 0.2414
C -5.8408 -1.9323 3.6383 -0.074 0.103 -0.023 0.9922
O -4.6705 -1.6381 3.8116 0.089 0.046 0.005 -0.6130
O -5.1330 -4.1757 3.9861 -0.018 -0.018 0.013 -0.5831
O -9.1885 -0.6836 2.9308 0.012 0.029 0.006 -0.5763
H -6.6404 0.0623 3.2689 -0.018 0.002 0.007 0.5330
H -7.6809 -4.9132 3.6633 0.023 -0.002 0.004 0.4246
H -4.3562 -3.5814 4.0342 -0.002 0.029 -0.015 0.3578
H -9.9559 -1.2885 2.8778 0.008 -0.038 0.006 0.3692
```
Positions in Å, forces in eV/Å.

As for the HOMO energy: -4.501 eV. As for the total charge: -1.

Entry from OMol25: 2 unconnected molecules or ions with the total composition C16H18Cl2NO2 at a distorted geometry (ωB97M-V/def2-TZVPD).

Geometry as XYZ:
```
39
Properties=species:S:1:pos:R:3:forces:R:3:mulliken_charge:R:1
O 3.3854 -3.2305 1.4748 -0.200 1.175 -0.196 -0.4766
C 2.5618 -2.3634 1.4072 -0.535 -1.056 0.569 0.3035
O 1.3405 -2.4822 2.0498 0.798 0.201 -1.142 -0.4589
C 2.7348 -1.0760 0.6111 0.367 0.277 -0.369 0.2228
C 3.7032 -1.0367 -0.4119 -0.270 0.231 0.202 -0.7113
C 3.8258 0.1309 -1.1316 0.486 -0.533 -0.273 -0.5245
N 3.0350 1.1876 -0.8760 -0.128 -0.031 0.177 0.0180
C 2.0910 1.2053 0.0907 -0.030 0.309 0.012 0.1555
C 1.2810 2.4895 0.2318 0.265 -0.694 0.398 -0.9969
C 0.0506 2.3643 1.1628 -0.634 1.028 -0.407 -0.9433
C -1.2836 2.0520 0.4034 0.949 -0.748 0.661 -1.2067
C -1.3434 0.5402 0.1864 -0.032 -0.070 0.396 0.4190
C -2.0765 -0.2600 1.0898 1.308 -0.460 0.454 -0.4422
C -2.1101 -1.6427 0.9475 0.384 -0.533 0.227 -0.4782
C -1.4218 -2.2823 -0.0964 0.037 0.690 -0.070 -0.9911
C -0.7097 -1.4903 -1.0056 -0.078 -0.373 0.345 -0.5737
C -0.6749 -0.0965 -0.8540 0.167 -0.205 -0.281 -0.1528
C 1.9520 0.0567 0.8584 0.068 -0.460 0.264 0.4025
H 0.6795 -2.4629 1.3284 -0.347 0.235 0.486 0.2902
H 4.3468 -1.8841 -0.6474 -0.263 0.188 0.208 0.5113
H 4.5616 0.2347 -1.9314 -0.323 0.096 0.254 0.3949
H 3.1592 2.0229 -1.4428 -0.056 -0.104 0.098 0.3204
H 1.0015 2.8012 -0.7912 -0.053 0.012 0.442 0.5839
H 1.9532 3.2640 0.6423 -0.108 -0.297 -0.231 0.5207
H -0.0705 3.3484 1.6494 0.090 -0.422 -0.121 0.4385
H 0.1812 1.6295 1.9671 0.117 0.317 -0.201 0.4906
H -2.1051 2.3583 1.0703 0.157 -0.038 -0.508 0.4020
H -1.2944 2.6245 -0.5349 -0.278 -0.217 0.258 0.4016
H -2.6136 0.1757 1.9384 0.202 0.043 -0.394 0.5326
H -2.6609 -2.2656 1.6598 0.110 0.377 -0.223 0.4413
H -1.4456 -3.3662 -0.2213 -0.074 0.312 0.104 0.4882
H -0.1739 -2.0092 -1.8045 -0.147 0.438 0.068 0.4718
H -0.1029 0.4803 -1.5897 -0.317 -0.056 0.207 0.6046
H 1.2168 0.0263 1.6618 0.219 -0.035 -0.350 0.4932
C -4.7173 -0.2961 -1.8239 -0.287 0.045 -0.057 -0.3600
Cl -3.7544 0.1341 -3.2412 -0.008 -0.037 -0.002 -0.1503
Cl -4.0621 0.4419 -0.3500 -1.760 0.270 -1.020 -0.0440
H -5.7344 0.0511 -1.9722 0.078 0.074 -0.027 0.3503
H -4.7056 -1.3747 -1.7053 0.125 0.052 0.041 0.2533
```
Positions in Å, forces in eV/Å.

As for the HOMO energy: -11.699 eV. As for the total charge: +1.

no.,E (a.u.)
1,-1444.31747
2,-419.29443
3,-204.00542
4,-857.43893
5,-4542.10087
6,-1745.86654